Entry 1:
# C12H31F3N2O5

A structure of composition C12H31F3N2O5 in a non-equilibrium geometry (the ωB97M-V functional and the def2-TZVPD basis, OMol25).

Values from the calculation:
* energy: -1260.35036 Eh
* orbital gap: 8.390 eV
* energy relative to the best compared isomer or geometry (same formula, charge and spin): 429.3 kcal per mole
* HOMO level: -0.2865 hartree
* lowest unoccupied orbital energy: 0.60 eV

```
! RIJCOSX wB97M-V def2-TZVPD def2/J DEFGRID3
* xyz 0 1
O -18.22 -23.30 -4.27
H -19.00 -23.21 -3.73
H -18.50 -23.43 -5.18
H -17.72 -22.48 -4.20
C -18.87 -23.14 -6.99
O -17.70 -22.32 -6.84
O -18.99 -23.90 -5.82
C -20.20 -22.17 -7.52
F -21.34 -22.85 -7.75
F -20.55 -21.15 -6.70
F -20.02 -21.43 -8.70
C -17.08 -21.80 -8.07
C -15.75 -21.37 -7.57
H -15.71 -20.66 -6.74
H -15.28 -22.26 -7.16
H -15.22 -21.12 -8.49
H -17.54 -20.98 -8.64
H -16.98 -22.60 -8.80
H -18.80 -23.92 -7.75
C -18.71 -20.64 -4.26
C -17.18 -20.76 -3.93
C -16.98 -21.32 -2.53
O -18.00 -22.21 -2.07
C -18.20 -22.15 -0.73
N -16.80 -21.74 -4.89
H -19.37 -21.35 -3.75
H -18.86 -20.49 -5.32
H -19.17 -19.75 -3.84
H -16.68 -19.80 -4.06
H -17.09 -20.40 -1.95
H -15.95 -21.64 -2.31
H -17.27 -21.99 -0.19
H -18.70 -23.09 -0.53
H -18.95 -21.42 -0.44
H -16.86 -21.29 -5.79
H -15.79 -21.78 -4.85
C -21.89 -24.64 -3.85
C -20.64 -23.91 -4.36
C -20.89 -22.72 -5.36
O -21.93 -21.90 -5.05
C -21.94 -20.66 -5.79
N -19.87 -23.37 -3.20
H -22.26 -25.12 -4.76
H -22.54 -23.93 -3.34
H -21.74 -25.42 -3.11
H -19.95 -24.55 -4.91
H -21.07 -23.14 -6.35
H -19.97 -22.14 -5.41
H -22.09 -20.72 -6.87
H -21.00 -20.13 -5.65
H -22.69 -19.94 -5.48
H -20.21 -23.80 -2.35
H -20.23 -22.43 -3.08
*
```


Entry 2:
# C12H31FeN2O10S2

A structure of composition C12H31FeN2O10S2 in a non-equilibrium geometry (the ωB97M-V functional and the def2-TZVPD basis, OMol25).

Values from the calculation:
* energy: -3397.75176 Eh
* orbital gap (spin up / spin down): 8.232 / 8.598 eV
* HOMO level (spin up / spin down): -0.3153 / -0.3288 hartree
* lowest unoccupied orbital energy (spin up / spin down): -0.35 / -0.35 eV

```
! RIJCOSX wB97M-V def2-TZVPD def2/J DEFGRID3
* xyz 0 6
Fe -0.92 0.60 0.44
C 3.90 -2.92 -2.41
O 3.29 -2.32 -1.31
C 4.11 -2.14 -0.17
C 3.22 -1.66 1.00
N 2.21 -2.79 1.37
H 1.56 -2.81 0.60
H 2.63 -3.69 1.53
C 1.34 -2.63 2.64
C 0.67 -1.29 2.74
O -0.48 -1.05 1.91
C -1.58 -1.95 2.25
H 4.30 -3.86 -2.02
H 4.69 -2.27 -2.77
H 3.21 -3.14 -3.23
H 4.92 -1.42 -0.23
H 4.62 -3.07 0.07
H 2.73 -0.72 0.75
H 3.82 -1.59 1.91
H 2.02 -2.83 3.46
H 0.68 -3.50 2.62
H 1.43 -0.55 2.49
H 0.35 -1.12 3.77
H -2.52 -1.54 1.87
H -1.66 -2.26 3.29
H -1.42 -2.94 1.81
S -0.20 -1.37 -1.08
O -0.11 -1.35 -2.50
O 0.18 -2.68 -0.55
O 0.47 -0.29 -0.41
O -1.49 -0.84 -0.60
S -0.98 1.98 2.64
O -0.56 1.45 3.94
O -0.01 1.76 1.56
O -1.97 1.17 1.91
O -1.28 3.41 2.69
C 0.64 3.07 -1.21
C -0.87 3.30 -0.85
N -1.62 2.01 -0.90
C -2.97 2.48 -0.45
C -4.03 1.30 -0.27
C -1.61 1.55 -2.34
C -2.32 2.41 -3.39
H 1.14 4.03 -1.09
H 0.90 2.74 -2.22
H 1.19 2.43 -0.51
H -0.82 3.78 0.13
H -1.43 3.98 -1.49
H -2.89 3.01 0.50
H -3.39 3.23 -1.13
H -3.74 0.51 0.42
H -4.98 1.63 0.15
H -4.31 0.95 -1.26
H -2.14 0.61 -2.48
H -0.60 1.26 -2.63
H -3.34 2.73 -3.21
H -2.27 1.90 -4.35
H -1.73 3.32 -3.44
*
```


Entry 3:
# C12H31MgO8S4

A structure of composition C12H31MgO8S4 in a non-equilibrium geometry (the ωB97M-V functional and the def2-TZVPD basis, OMol25).

Values from the calculation:
* energy: -2869.97651 Eh
* orbital gap (spin up / spin down): 9.756 / 4.345 eV
* energy relative to the best compared isomer or geometry (same formula, charge and spin): 0.0 kcal per mole
* HOMO level (spin up / spin down): -0.5485 / -0.5485 hartree
* lowest unoccupied orbital energy (spin up / spin down): -5.17 / -10.58 eV

```
! RIJCOSX wB97M-V def2-TZVPD def2/J DEFGRID3
* xyz 2 2
Mg -0.88 1.32 0.72
O 0.41 0.79 -0.40
H 0.63 0.54 -1.32
C 2.90 -1.06 -2.58
C 2.60 -2.34 -1.89
C 1.19 -2.37 -1.30
O 0.86 -3.75 -1.35
C 1.59 -4.29 -2.32
O 1.52 -5.47 -2.71
O 2.44 -3.36 -2.90
H 2.18 -0.80 -3.36
H 3.89 -1.12 -3.02
H 2.85 -0.20 -1.90
H 3.41 -2.54 -1.19
H 0.48 -1.78 -1.88
H 1.29 -1.93 -0.31
C -2.25 3.61 -2.34
S -1.12 4.20 -1.09
O -1.08 3.12 -0.01
C 0.44 4.09 -1.97
H -3.25 3.77 -1.93
H -2.21 2.53 -2.52
H -1.98 4.15 -3.24
H 0.54 3.15 -2.52
H 1.36 4.22 -1.40
H 0.49 4.98 -2.60
C 2.64 2.80 1.11
S 1.51 2.80 2.56
O 0.17 2.42 1.96
C 2.14 1.28 3.40
H 3.64 2.54 1.47
H 2.63 3.73 0.53
H 2.28 2.00 0.46
H 3.20 1.52 3.53
H 2.03 0.41 2.76
H 1.61 1.21 4.36
C -4.42 -1.06 0.31
S -3.47 -0.10 -0.93
O -2.37 0.56 -0.13
C -2.63 -1.63 -1.62
H -4.93 -0.34 0.95
H -3.76 -1.55 1.02
H -5.15 -1.73 -0.14
H -3.31 -2.23 -2.22
H -2.30 -2.27 -0.79
H -1.82 -1.19 -2.20
C -0.37 -1.32 4.33
S -1.33 -1.21 2.80
O -0.73 -0.08 1.97
C -0.85 -2.85 2.10
H -0.04 -0.29 4.48
H 0.59 -1.83 4.26
H -0.99 -1.55 5.19
H -1.04 -2.82 1.03
H -1.47 -3.67 2.47
H 0.21 -3.01 2.31
*
```